1.
The following is a quantum chemistry calculation of a cluster of 2 separate species, C4H14NOS in total in a non-equilibrium geometry, from the OMol25 dataset.

Results
LUMO (alpha / beta) (eV): 0.6 / 0.6
ΔE to the lowest compared entry with this formula, charge and spin (eV): 0.758
Multiplicity: 2
Orbital gap (alpha / beta) (eV): 4.35 / 9.66
F_max (eV/Å): 1.6
Calculated total energy (a.u.): -688.84486

CARTESIAN COORDINATES (ANGSTROEM)
H (1.407, -1.880, -1.626)
H (-1.471, -0.060, 0.486)
H (-1.668, 2.731, -0.723)
H (0.561, 0.942, 1.252)
H (3.004, -0.551, 1.719)
H (2.899, -2.360, -0.848)
H (3.268, -2.331, 1.788)
H (-3.305, 0.263, -0.996)
N (-2.900, 1.130, -1.431)
H (-3.673, 1.758, -1.745)
C (-0.962, 0.832, 0.095)
H (-0.393, 0.521, -0.789)
H (2.138, -1.575, 2.888)
H (-2.237, 0.849, -2.193)
C (2.068, -1.650, -0.795)
H (2.528, -0.666, -0.901)
H (-2.717, 2.036, 0.493)
C (2.545, -1.523, 1.879)
O (-0.184, 1.523, 1.040)
C (-2.067, 1.794, -0.343)
S (1.160, -1.783, 0.749)

---

2.
The following is a quantum chemistry calculation of a structure of composition C6H18O12PV in a non-equilibrium geometry, from the OMol25 dataset.

Results
LUMO (eV): 4.4
Net charge: -2
ΔE to the lowest compared entry with this formula, charge and spin (eV): 2.575
Orbital gap (eV): 4.00
F_max (eV/Å): 6.1
Calculated total energy (a.u.): -2427.73580

CARTESIAN COORDINATES (ANGSTROEM)
O (0.265, 2.425, -0.837)
H (1.214, 2.604, -3.527)
H (2.509, -0.176, 2.696)
H (0.993, -1.550, 3.798)
O (0.378, 2.443, 1.984)
O (-3.852, -1.667, -3.048)
O (2.493, 2.144, 3.450)
C (2.379, -2.746, 2.625)
C (-3.589, -1.306, -1.649)
V (0.738, 0.813, 0.617)
H (2.682, -2.824, 1.580)
H (-1.272, 3.570, -1.626)
H (2.586, -4.523, 3.208)
O (-0.702, 0.214, 0.978)
H (-4.508, -1.532, -1.108)
H (-1.465, 1.816, -1.243)
H (0.366, -2.161, 2.323)
C (1.258, -1.703, 2.752)
H (-3.216, -1.151, -3.548)
H (3.340, -2.578, 3.111)
O (0.396, 3.068, -3.718)
H (-0.109, 1.185, -3.035)
O (1.849, -3.909, 3.230)
H (-0.509, -2.155, -1.163)
O (2.133, 4.274, 2.029)
O (1.454, -0.115, -0.479)
H (-2.486, -3.181, -1.185)
P (1.913, 2.712, 2.125)
O (-1.174, -1.588, -1.561)
C (-2.436, -2.103, -1.029)
O (1.685, -0.461, 2.292)
H (-2.441, -1.823, 0.024)
H (0.785, 3.214, -1.007)
H (-1.508, 2.235, -3.580)
O (2.483, 2.027, 0.866)
C (-0.519, 2.192, -3.124)
H (-3.294, -0.262, -1.543)
C (-0.819, 2.579, -1.678)

---

3.
The following is a quantum chemistry calculation of a structure of composition CHO2Sm in a non-equilibrium geometry, from the OMol25 dataset.

Results
LUMO (alpha / beta) (eV): -5.4 / -5.3
Net charge: +1
ΔE to the lowest compared entry with this formula, charge and spin (eV): 0.270
Multiplicity: 7
Orbital gap (alpha / beta) (eV): 7.76 / 9.80
F_max (eV/Å): 5.8
Calculated total energy (a.u.): -846.89448

CARTESIAN COORDINATES (ANGSTROEM)
H (-1.733, -1.383, 0.279)
C (-0.930, -0.722, -0.169)
O (-0.888, 0.525, 0.024)
O (0.141, -1.381, 0.036)
Sm (1.446, 0.559, 0.023)

---

4.
The following is a quantum chemistry calculation of a structure of composition O8P2Rb5 in a non-equilibrium geometry, from the OMol25 dataset.

Results
LUMO (alpha / beta) (eV): -1.2 / -1.2
Multiplicity: 2
Orbital gap (alpha / beta) (eV): 4.67 / 4.46
F_max (eV/Å): 3.6
Calculated total energy (a.u.): -1405.31918

CARTESIAN COORDINATES (ANGSTROEM)
O (-0.280, -0.605, -0.148)
Rb (1.733, 0.929, -1.555)
O (0.862, -1.669, -2.039)
P (-0.074, -2.077, -0.883)
O (-1.399, -2.679, -1.492)
Rb (-1.977, 0.829, 1.648)
O (1.499, 3.834, 2.135)
P (0.673, 3.148, 1.074)
Rb (-2.773, -0.688, -3.190)
O (0.703, 1.634, 1.400)
Rb (-1.000, -5.267, -0.042)
Rb (1.041, -1.600, 2.273)
O (-0.785, 3.622, 1.095)
O (0.734, -3.113, 0.123)
O (1.042, 3.702, -0.399)

---

5.
The following is a quantum chemistry calculation of an isolated molecule of C7H7NO3 in a non-equilibrium geometry, from the OMol25 dataset.

Results
LUMO (eV): 0.4
ΔE to the lowest compared entry with this formula, charge and spin (eV): 0.302
Orbital gap (eV): 9.81
F_max (eV/Å): 2.9
Calculated total energy (a.u.): -551.43439

CARTESIAN COORDINATES (ANGSTROEM)
C (-0.659, -0.337, -0.019)
C (0.078, 0.859, -0.028)
H (2.189, -2.316, -0.125)
C (3.612, 0.049, -0.013)
O (-2.872, 0.811, -0.118)
C (2.105, -0.165, -0.082)
H (-0.294, -2.453, 0.263)
H (3.869, -0.422, 0.932)
C (1.494, -1.446, -0.018)
C (-2.186, -0.404, 0.001)
C (0.099, -1.466, 0.079)
O (-0.526, 2.023, 0.151)
N (1.426, 0.947, -0.018)
O (-2.744, -1.449, 0.037)
H (-2.182, 1.541, -0.266)
H (3.987, 1.110, 0.003)
H (4.216, -0.392, -0.851)
H (0.107, 2.691, 0.099)

---

6.
The following is a quantum chemistry calculation of a structure of composition C51H28ClI4MoN4O2, from the OMol25 dataset.

Results
LUMO (alpha / beta) (eV): -4.6 / -4.7
Net charge: +1
Multiplicity: 3
Orbital gap (alpha / beta) (eV): 5.76 / 5.67
F_max (eV/Å): 0.3
Calculated total energy (a.u.): -4048.87112

CARTESIAN COORDINATES (ANGSTROEM)
H (-1.769, -2.723, -4.248)
N (-1.574, 0.078, 1.021)
N (2.457, 0.120, -0.012)
C (5.741, 4.837, 0.348)
H (-3.829, 1.517, -2.751)
O (-1.827, 2.254, -1.381)
C (3.072, 2.253, 1.021)
H (-4.513, 5.910, 2.015)
H (-5.955, -3.414, -2.097)
H (-0.475, -1.139, -2.855)
H (-4.475, -6.139, 0.859)
H (6.164, 4.468, 3.690)
C (-3.203, 4.214, 2.035)
H (-5.123, -0.070, -4.173)
C (3.170, -0.922, -0.553)
C (-3.696, 4.107, 4.767)
C (4.873, -3.777, -3.482)
C (5.199, -4.965, -2.843)
H (-3.011, 4.251, 0.969)
H (-4.126, -1.846, -1.560)
C (4.707, 3.933, 0.159)
C (4.700, -5.238, -1.576)
C (-4.291, 5.089, 3.987)
H (-4.362, 1.223, 2.415)
C (-3.746, -0.587, 1.349)
C (6.262, 5.029, 1.620)
I (-6.863, -6.206, -1.110)
C (-2.210, -1.793, -3.917)
C (-3.262, -3.111, -0.058)
C (-2.465, -0.948, 0.809)
C (-2.254, 1.051, 1.702)
C (5.753, 4.322, 2.701)
C (-2.600, 3.228, 2.809)
C (4.687, 0.649, -0.039)
C (4.564, -0.584, -0.582)
H (-4.621, -1.215, 1.331)
H (5.590, 1.210, 0.134)
H (4.298, 3.785, -0.833)
H (4.962, -6.160, -1.075)
C (4.045, -2.861, -2.850)
C (-4.396, -5.202, 0.326)
N (0.305, -1.784, -0.070)
H (-2.384, 2.414, 4.784)
H (5.261, -3.564, -4.469)
H (-0.370, 4.577, 2.974)
C (-4.207, -2.788, -1.028)
C (-0.347, 2.558, 2.056)
C (-5.325, -4.874, -0.653)
C (-3.364, -4.322, 0.617)
C (4.715, 3.425, 2.506)
C (1.299, -2.519, -0.716)
H (5.349, -1.231, -0.938)
C (3.370, 1.079, 0.334)
C (-0.865, -2.527, -0.196)
C (-1.493, -0.903, -3.138)
H (2.229, 4.600, 2.331)
O (-0.082, 0.865, -1.529)
C (0.199, 3.798, 2.494)
N (0.663, 1.789, 1.479)
I (7.821, 6.383, 1.908)
C (2.628, -2.144, -0.924)
I (6.442, -6.344, -3.790)
C (4.183, 3.225, 1.236)
H (1.282, -4.466, -1.775)
C (-3.615, 0.643, 1.898)
H (6.137, 5.390, -0.492)
H (3.479, -4.536, 0.035)
H (-1.321, -4.475, -1.149)
C (-3.513, -1.481, -4.277)
C (-0.585, -3.730, -0.898)
C (-2.080, 0.287, -2.713)
H (-2.637, -4.580, 1.377)
C (-2.149, -2.158, 0.214)
C (3.866, -4.323, -0.955)
C (3.529, -3.129, -1.586)
C (1.516, 3.808, 2.172)
Cl (-4.417, -2.599, -5.232)
H (4.318, 2.870, 3.348)
I (-5.558, 6.489, 4.872)
C (0.736, -3.725, -1.217)
C (-1.693, 2.233, 2.164)
Mo (0.355, 0.247, 0.190)
C (-5.235, -3.667, -1.331)
C (1.820, 2.571, 1.531)
H (3.789, -1.935, -3.351)
C (-4.108, -0.293, -3.873)
C (-1.370, 1.244, -1.835)
C (-2.851, 3.179, 4.176)
C (-3.388, 0.588, -3.088)
C (-4.047, 5.145, 2.621)
H (-3.887, 4.065, 5.830)